An isolated molecule of C5H8ClN5, computed with ωB97M-V with the def2-TZVPD basis set.

XYZ file:
```
19
C5H8ClN5 | the OMol25 dataset | ωB97M-V with the def2-TZVPD basis set
C 2.790 -0.765 0.455
C 2.217 0.175 -0.674
N 1.027 0.954 -0.268
C -0.196 0.397 -0.177
N -1.174 1.096 0.439
C -2.358 0.452 0.410
N -3.405 1.136 0.984
N -2.588 -0.771 -0.033
C -1.584 -1.272 -0.690
Cl -1.860 -2.839 -1.405
N -0.345 -0.810 -0.751
H 2.135 -1.590 0.743
H 3.055 -0.151 1.329
H 3.707 -1.265 0.052
H 3.045 0.901 -0.922
H 1.989 -0.452 -1.558
H 1.179 1.795 0.254
H -3.264 2.173 1.027
H -4.369 0.836 0.785
```

Properties
**SMILES**: CCNc1nc(N)nc(Cl)n1

Atom charges from the natural (NBO) analysis, given in e for atoms 1 to 5:
1 C -0.624
2 C -0.220
3 N -0.574
4 C 0.597
5 N -0.575

An isolated molecule of C5H8ClNS, computed with ωB97M-V with the def2-TZVPD basis set.

XYZ file:
```
16
C5H8ClNS | the OMol25 dataset | ωB97M-V with the def2-TZVPD basis set
C 1.182 0.961 -1.976
C 0.115 0.832 -1.184
C 0.009 -0.157 -0.075
N 1.225 -0.868 0.194
C -0.988 0.184 1.041
S -0.670 -0.260 2.733
C -1.308 -0.893 0.045
Cl -1.348 -2.591 0.506
H 1.193 1.716 -2.784
H 1.991 0.334 -1.846
H -0.759 1.496 -1.306
H 1.851 -0.267 0.713
H 1.095 -1.727 0.722
H -1.582 1.086 0.919
H 0.078 0.821 2.979
H -2.084 -0.669 -0.680
```

Properties
**SMILES**: C=C[C@@]1(N)[C@H](S)[C@@H]1Cl

Atom charges from the natural (NBO) analysis, given in e for atoms 1 to 5:
1 C -0.379
2 C -0.186
3 C 0.047
4 N -0.822
5 C -0.400

C5H8CuMgO4 as an isolated structure, computed with ωB97M-V with the def2-TZVPD basis set.

XYZ file:
```
19
C5H8CuMgO4 | the OMol25 dataset | ωB97M-V with the def2-TZVPD basis set
C 0.853 -3.085 1.120
C 1.654 -2.091 0.384
O 1.579 -0.864 0.590
Cu 2.714 0.803 -0.653
H 1.469 -3.988 1.254
H 0.649 -2.689 2.128
H -0.096 -3.317 0.624
H 0.049 1.287 -2.427
O 0.740 1.379 -0.491
C -1.760 1.562 1.287
C -0.172 1.847 -1.424
O -2.427 1.888 2.255
O -2.178 2.111 0.092
C -1.646 1.604 -1.131
Mg 0.106 0.474 1.097
H -0.040 2.943 -1.504
H -1.843 0.520 -1.202
H -2.236 2.084 -1.923
H 2.584 -2.467 -0.076
```

Properties
**Charge**: +1

Atom charges from the natural (NBO) analysis, given in e for atoms 1 to 5:
1 C -0.756
2 C 0.534
3 O -0.750
4 Cu 0.932
5 H 0.275

Number 1: E -929.35813 a.u., gap between HOMO and LUMO 10.26 eV. Number 2: E -1108.39822 a.u., gap between HOMO and LUMO 9.50 eV. Number 3: E -2336.56143 a.u., gap between HOMO and LUMO 5.92 eV.